Density functional theory data (ωB97M-V with the def2-TZVPD basis set) for 6 unconnected molecules or ions with the total composition C67H151F2NO5P4S2 in a non-equilibrium geometry.

Each atom is followed by the atoms it is bonded to, with distances in Å.
Cartesian coordinates (Å):
1 C -0.046 0.343 -1.557  C2 1.527, H5 1.090, H6 1.090, H7 1.090
2 C -0.037 0.380 -0.031  C1 1.527, C3 1.511, O4 1.375, H8 1.090
3 C -0.010 -1.018 0.540  C2 1.511, H9 1.090, H10 1.090, H11 1.090
4 O 0.990 1.128 0.496  C2 1.375
5 H -1.029 0.017 -1.896  C1 1.090
6 H 0.586 -0.487 -1.874  C1 1.090
7 H 0.178 1.221 -2.163  C1 1.090
8 H -0.938 0.794 0.424  C2 1.090
9 H -0.881 -1.543 0.148  C3 1.090
10 H 0.037 -1.114 1.625  C3 1.090
11 H 0.820 -1.568 0.096  C3 1.090
12 C 3.181 -1.740 3.586  C13 1.535, H29 1.090, H30 1.090, H31 1.090
13 C 4.681 -1.446 3.447  C12 1.535, C14 1.502, H32 1.090, H33 1.090
14 C 5.061 -0.363 2.478  C13 1.502, C15 1.620, H34 1.090, H35 1.090
15 C 4.239 -0.423 1.083  C14 1.620, P16 1.847, H36 1.090, H37 1.090
16 P 4.930 0.638 -0.263  C15 1.847, C17 1.865, C21 1.820, C25 1.780
17 C 4.792 2.458 0.118  P16 1.865, C18 1.590, H38 1.090, H39 1.090
18 C 5.458 3.003 1.455  C17 1.590, C19 1.534, H40 1.090, H41 1.090
19 C 5.595 4.531 1.491  C18 1.534, C20 1.561, H42 1.090, H43 1.090
20 C 5.271 5.177 2.874  C19 1.561, H44 1.090, H45 1.090, H46 1.090
21 C 6.698 0.293 -0.521  P16 1.820, C22 1.599, H47 1.090, H48 1.090
22 C 7.169 -1.234 -0.556  C21 1.599, C23 1.514, H49 1.090, H50 1.090
23 C 8.622 -1.363 -0.961  C22 1.514, C24 1.463, H51 1.090, H52 1.090
24 C 9.226 -2.689 -0.832  C23 1.463, H53 1.090, H54 1.090, H55 1.090
25 C 4.250 0.248 -1.861  P16 1.780, C26 1.562, H56 1.090, H57 1.090
26 C 4.902 0.838 -3.151  C25 1.562, C27 1.516, H58 1.090, H59 1.090
27 C 4.290 0.197 -4.381  C26 1.516, C28 1.521, H60 1.090, H61 1.090
28 C 2.961 0.831 -4.762  C27 1.521, H62 1.090, H63 1.090, H64 1.090
29 H 2.587 -2.053 2.728  C12 1.090
30 H 2.720 -0.795 3.873  C12 1.090
31 H 3.002 -2.366 4.461  C12 1.090
32 H 5.256 -2.357 3.284  C13 1.090
33 H 4.931 -1.235 4.487  C13 1.090
34 H 6.149 -0.341 2.418  C14 1.090
35 H 4.928 0.519 3.104  C14 1.090
36 H 3.205 -0.119 1.249  C15 1.090
37 H 4.211 -1.453 0.729  C15 1.090
38 H 3.727 2.691 0.098  C17 1.090
39 H 5.280 2.854 -0.772  C17 1.090
40 H 6.452 2.592 1.635  C18 1.090
41 H 4.863 2.625 2.286  C18 1.090
42 H 4.971 5.013 0.738  C19 1.090
43 H 6.638 4.797 1.317  C19 1.090
44 H 4.187 5.162 2.983  C20 1.090
45 H 5.648 6.200 2.907  C20 1.090
46 H 5.685 4.659 3.739  C20 1.090
47 H 7.091 0.880 0.310  C21 1.090
48 H 7.101 0.773 -1.413  C21 1.090
49 H 6.548 -1.665 -1.342  C22 1.090
50 H 6.899 -1.878 0.281  C22 1.090
51 H 9.270 -0.697 -0.392  C23 1.090
52 H 8.721 -0.953 -1.966  C23 1.090
53 H 9.009 -3.159 0.128  C24 1.090
54 H 10.313 -2.734 -0.896  C24 1.090
55 H 8.779 -3.354 -1.572  C24 1.090
56 H 3.191 0.494 -1.786  C25 1.090
57 H 4.367 -0.835 -1.810  C25 1.090
58 H 5.908 0.417 -3.162  C26 1.090
59 H 4.841 1.926 -3.117  C26 1.090
60 H 4.069 -0.859 -4.227  C27 1.090
61 H 4.973 0.073 -5.222  C27 1.090
62 H 3.071 1.913 -4.836  C28 1.090
63 H 2.228 0.665 -3.972  C28 1.090
64 H 2.574 0.412 -5.690  C28 1.090
65 C -6.738 -4.711 -7.608  C66 1.571, H82 1.090, H83 1.090, H84 1.090
66 C -6.485 -3.211 -7.215  C65 1.571, C67 1.592, H85 1.090, H86 1.090
67 C -4.927 -2.909 -7.083  C66 1.592, C68 1.575, H87 1.090, H88 1.090
68 C -4.258 -3.562 -5.816  C67 1.575, P69 1.815, H89 1.090, H90 1.090
69 P -2.575 -2.928 -5.570  C68 1.815, C70 1.828, C74 1.946, C78 1.813
70 C -1.623 -3.892 -6.797  P69 1.828, C71 1.600, H91 1.090, H92 1.090
71 C -0.064 -4.201 -6.613  C70 1.600, C72 1.528, H93 1.090, H94 1.090
72 C 0.723 -4.241 -7.922  C71 1.528, C73 1.600, H95 1.090, H96 1.090
73 C 0.681 -2.971 -8.894  C72 1.600, H97 1.090, H98 1.090, H99 1.090
74 C -2.509 -0.985 -5.652  P69 1.946, C75 1.502, H100 1.090, H101 1.090
75 C -1.107 -0.448 -5.595  C74 1.502, C76 1.616, H102 1.090, H103 1.090
76 C -0.966 1.158 -5.477  C75 1.616, C77 1.576, H104 1.090, H105 1.090
77 C -1.194 1.929 -6.833  C76 1.576, H106 1.090, H107 1.090, H108 1.090
78 C -2.169 -3.679 -3.972  P69 1.813, C79 1.634, H109 1.090, H110 1.090
79 C -2.609 -2.971 -2.567  C78 1.634, C80 1.561, H111 1.090, H112 1.090
80 C -2.692 -3.986 -1.384  C79 1.561, C81 1.558, H113 1.090, H114 1.090
81 C -4.084 -4.669 -1.231  C80 1.558, H115 1.090, H116 1.090, H117 1.090
82 H -7.380 -4.833 -8.480  C65 1.090
83 H -7.348 -4.984 -6.748  C65 1.090
84 H -5.825 -5.303 -7.677  C65 1.090
85 H -7.037 -2.729 -6.408  C66 1.090
86 H -6.993 -2.656 -8.004  C66 1.090
87 H -4.529 -1.896 -7.139  C67 1.090
88 H -4.543 -3.409 -7.972  C67 1.090
89 H -4.233 -4.644 -5.943  C68 1.090
90 H -4.929 -3.336 -4.988  C68 1.090
91 H -1.846 -3.239 -7.641  C70 1.090
92 H -2.205 -4.797 -6.972  C70 1.090
93 H -0.004 -5.093 -5.989  C71 1.090
94 H 0.460 -3.324 -6.234  C71 1.090
95 H 0.412 -5.115 -8.495  C72 1.090
96 H 1.768 -4.418 -7.669  C72 1.090
97 H -0.326 -2.955 -9.310  C73 1.090
98 H 1.466 -2.963 -9.650  C73 1.090
99 H 0.901 -2.076 -8.312  C73 1.090
100 H -3.008 -0.816 -4.698  C74 1.090
101 H -3.127 -0.657 -6.489  C74 1.090
102 H -0.756 -0.744 -6.583  C75 1.090
103 H -0.580 -0.970 -4.797  C75 1.090
104 H 0.118 1.257 -5.444  C76 1.090
105 H -1.371 1.718 -4.634  C76 1.090
106 H -0.412 2.608 -7.171  C77 1.090
107 H -2.121 2.488 -6.705  C77 1.090
108 H -1.241 1.378 -7.772  C77 1.090
109 H -1.085 -3.764 -4.052  C78 1.090
110 H -2.522 -4.691 -4.171  C78 1.090
111 H -3.565 -2.507 -2.807  C79 1.090
112 H -1.783 -2.311 -2.304  C79 1.090
113 H -2.245 -3.417 -0.569  C80 1.090
114 H -2.001 -4.813 -1.551  C80 1.090
115 H -4.777 -3.946 -0.800  C81 1.090
116 H -4.025 -5.477 -0.502  C81 1.090
117 H -4.657 -4.960 -2.112  C81 1.090
118 C -4.305 -0.590 -0.599  C119 1.552, H135 1.090, H136 1.090, H137 1.090
119 C -4.500 -1.238 0.798  C118 1.552, C120 1.569, H138 1.090, H139 1.090
120 C -4.132 -0.315 2.012  C119 1.569, C121 1.512, H140 1.090, H141 1.090
121 C -4.729 -0.907 3.269  C120 1.512, P122 1.836, H142 1.090, H143 1.090
122 P -3.491 -1.976 4.103  C121 1.836, C123 1.826, C127 1.819, C131 1.837
123 C -2.014 -0.989 4.521  P122 1.826, C124 1.629, H144 1.090, H145 1.090
124 C -2.262 0.096 5.711  C123 1.629, C125 1.491, H146 1.090, H147 1.090
125 C -0.989 0.604 6.297  C124 1.491, C126 1.544, H148 1.090, H149 1.090
126 C -0.392 -0.381 7.326  C125 1.544, H150 1.090, H151 1.090, H152 1.090
127 C -4.137 -2.838 5.568  P122 1.819, C128 1.567, H153 1.090, H154 1.090
128 C -3.067 -3.263 6.631  C127 1.567, C129 1.494, H155 1.090, H156 1.090
129 C -3.473 -3.514 8.047  C128 1.494, C130 1.511, H157 1.090, H158 1.090
130 C -2.296 -4.161 8.738  C129 1.511, H159 1.090, H160 1.090, H161 1.090
131 C -2.948 -3.381 3.052  P122 1.837, C132 1.582, H162 1.090, H163 1.090
132 C -1.993 -4.509 3.616  C131 1.582, C133 1.522, H164 1.090, H165 1.090
133 C -1.550 -5.516 2.563  C132 1.522, C134 1.491, H166 1.090, H167 1.090
134 C -2.647 -6.330 1.964  C133 1.491, H168 1.090, H169 1.090, H170 1.090
135 H -3.318 -0.402 -1.022  C118 1.090
136 H -4.758 0.401 -0.646  C118 1.090
137 H -4.827 -1.164 -1.364  C118 1.090
138 H -4.117 -2.258 0.815  C119 1.090
139 H -5.585 -1.332 0.765  C119 1.090
140 H -4.825 0.524 1.947  C120 1.090
141 H -3.075 -0.069 2.111  C120 1.090
142 H -5.499 -1.676 3.206  C121 1.090
143 H -5.015 -0.210 4.057  C121 1.090
144 H -1.582 -0.564 3.615  C123 1.090
145 H -1.265 -1.748 4.746  C123 1.090
146 H -2.827 -0.326 6.542  C124 1.090
147 H -2.785 1.016 5.450  C124 1.090
148 H -1.177 1.532 6.837  C125 1.090
149 H -0.214 0.817 5.561  C125 1.090
150 H -0.423 -1.457 7.156  C126 1.090
151 H -1.048 -0.256 8.187  C126 1.090
152 H 0.623 -0.039 7.527  C126 1.090
153 H -4.929 -3.533 5.292  C127 1.090
154 H -4.715 -2.080 6.098  C127 1.090
155 H -2.217 -2.585 6.568  C128 1.090
156 H -2.662 -4.206 6.264  C128 1.090
157 H -4.288 -4.226 8.176  C129 1.090
158 H -3.528 -2.558 8.567  C129 1.090
159 H -1.340 -3.737 8.433  C130 1.090
160 H -2.218 -5.207 8.440  C130 1.090
161 H -2.416 -4.000 9.810  C130 1.090
162 H -2.380 -2.962 2.221  C131 1.090
163 H -3.829 -3.804 2.570  C131 1.090
164 H -2.452 -5.069 4.431  C132 1.090
165 H -1.124 -3.981 4.009  C132 1.090
166 H -0.818 -6.186 3.013  C133 1.090
167 H -0.938 -5.066 1.782  C133 1.090
168 H -3.209 -6.924 2.685  C134 1.090
169 H -2.251 -7.014 1.214  C134 1.090
170 H -3.381 -5.689 1.476  C134 1.090
171 C -4.968 4.595 -1.450  C172 1.506, H188 1.090, H189 1.090, H190 1.090
172 C -3.799 3.808 -0.918  C171 1.506, C173 1.490, H191 1.090, H192 1.090
173 C -2.956 4.574 0.044  C172 1.490, C174 1.535, H193 1.090, H194 1.090
174 C -1.926 3.780 0.860  C173 1.535, P175 1.864, H195 1.090, H196 1.090
175 P -0.491 4.728 1.577  C174 1.864, C176 1.774, C180 1.837, C184 1.797
176 C 0.569 4.938 0.171  P175 1.774, C177 1.523, H197 1.090, H198 1.090
177 C 1.772 5.835 0.431  C176 1.523, C178 1.522, H199 1.090, H200 1.090
178 C 2.553 6.228 -0.815  C177 1.522, C179 1.578, H201 1.090, H202 1.090
179 C 3.568 7.433 -0.725  C178 1.578, H203 1.090, H204 1.090, H205 1.090
180 C -1.209 6.279 2.250  P175 1.837, C181 1.554, H206 1.090, H207 1.090
181 C -2.195 6.025 3.424  C180 1.554, C182 1.558, H208 1.090, H209 1.090
182 C -2.810 7.382 3.881  C181 1.558, C183 1.474, H210 1.090, H211 1.090
183 C -1.977 8.169 4.806  C182 1.474, H212 1.090, H213 1.090, H214 1.090
184 C 0.356 3.810 2.870  P175 1.797, C185 1.549, H215 1.090, H216 1.090
185 C 1.186 4.763 3.766  C184 1.549, C186 1.586, H217 1.090, H218 1.090
186 C 1.704 4.130 5.124  C185 1.586, C187 1.523, H219 1.090, H220 1.090
187 C 2.508 2.840 5.040  C186 1.523, H221 1.090, H222 1.090, H223 1.090
188 H -5.594 3.723 -1.635  C171 1.090
189 H -4.718 5.222 -2.306  C171 1.090
190 H -5.579 5.225 -0.803  C171 1.090
191 H -3.115 3.581 -1.735  C172 1.090
192 H -4.140 2.902 -0.418  C172 1.090
193 H -3.533 5.142 0.774  C173 1.090
194 H -2.513 5.308 -0.628  C173 1.090
195 H -1.498 3.065 0.157  C174 1.090
196 H -2.637 3.329 1.553  C174 1.090
197 H 0.022 5.283 -0.707  C176 1.090
198 H 0.814 3.923 -0.140  C176 1.090
199 H 2.421 5.356 1.164  C177 1.090
200 H 1.296 6.669 0.947  C177 1.090
201 H 1.816 6.502 -1.570  C178 1.090
202 H 3.052 5.339 -1.198  C178 1.090
203 H 4.146 7.720 -1.604  C179 1.090
204 H 4.212 7.484 0.153  C179 1.090
205 H 2.985 8.323 -0.486  C179 1.090
206 H -1.892 6.607 1.467  C180 1.090
207 H -0.368 6.935 2.476  C180 1.090
208 H -1.735 5.542 4.286  C181 1.090
209 H -2.945 5.316 3.073  C181 1.090
210 H -3.733 7.147 4.411  C182 1.090
211 H -3.054 7.940 2.977  C182 1.090
212 H -2.689 8.908 5.173  C183 1.090
213 H -1.186 8.770 4.357  C183 1.090
214 H -1.589 7.542 5.609  C183 1.090
215 H 0.993 3.101 2.341  C184 1.090
216 H -0.435 3.295 3.416  C184 1.090
217 H 0.697 5.698 4.040  C185 1.090
218 H 1.882 5.245 3.078  C185 1.090
219 H 0.823 3.899 5.723  C186 1.090
220 H 2.388 4.844 5.584  C186 1.090
221 H 2.532 2.454 6.059  C187 1.090
222 H 3.457 3.126 4.585  C187 1.090
223 H 2.058 2.129 4.347  C187 1.090
224 N 3.065 -5.153 -1.787  S225 1.516, S229 1.606
225 S 2.311 -4.180 -0.903  N224 1.516, O226 1.451, O227 1.508, F228 1.622, S229 2.248
226 O 0.921 -4.385 -0.541  S225 1.451
227 O 2.825 -2.788 -0.630  S225 1.508
228 F 2.991 -4.981 0.333  S225 1.622
229 S 2.993 -4.157 -3.045  N224 1.606, S225 2.248, O230 1.434, O231 1.458, F232 1.624
230 O 4.145 -3.331 -3.262  S229 1.434
231 O 1.737 -3.680 -3.611  S229 1.458
232 F 3.377 -5.252 -4.182  S229 1.624

Values from the calculation:
- E_LUMO: -3.42 eV
- Total charge: +2
- HOMO level: -9.820 eV